Formula: C6H12O
Source: OMol25
Level of theory: ωB97M-V with the def2-TZVPD basis set

* HOMO level: -8.472 eV
* M: 100.2 g/mol
* total energy: -8461.7438 eV
* E_LUMO: 0.033 Eh
* energy above the lowest of the compared OMol25 structures with the same formula, charge and spin: 60.19 kcal/mol
* largest force on an atom: 0.010 Eh/bohr
* total charge: 0

XYZ file:
```
19
Properties=species:S:1:pos:R:3:nbo_charge:R:1
C 2.11333 0.08933 -0.86851 -0.61
C 1.02661 0.11535 0.20461 -0.40
C -0.38501 -0.15396 -0.31952 -0.20
C -0.55014 -1.54178 -0.95233 -0.61
C -1.43875 0.10012 0.79541 -0.57
C -1.61475 1.60368 0.91931 0.26
O -1.33706 1.99271 2.15016 -0.66
H 1.89713 0.78921 -1.68598 0.20
H 2.22921 -0.90429 -1.31395 0.20
H 3.08234 0.37045 -0.44607 0.21
H 1.02538 1.09822 0.69528 0.20
H 1.25784 -0.61377 0.99426 0.19
H 0.10986 -1.72184 -1.81159 0.21
H -0.36204 -2.34333 -0.22700 0.20
H -1.56969 -1.66111 -1.33191 0.21
H -1.17017 -0.44761 1.71491 0.20
H -2.38508 -0.33060 0.43277 0.24
H -0.57719 0.59118 -1.11174 0.21
H -1.35183 2.96805 2.16190 0.50
```

---

Formula: C6H12O
Source: OMol25
Level of theory: ωB97M-V with the def2-TZVPD basis set

* HOMO level: -9.668 eV
* M: 100.2 g/mol
* total energy: -8463.9797 eV
* E_LUMO: 0.042 Eh
* energy above the lowest of the compared OMol25 structures with the same formula, charge and spin: 8.63 kcal/mol
* largest force on an atom: 0.006 Eh/bohr
* SMILES: C[C@@H]1OCC[C@@H]1C
* total charge: 0

XYZ file:
```
19
Properties=species:S:1:pos:R:3:nbo_charge:R:1
C -0.75841 -1.65294 -0.32873 -0.61
C -0.62576 -0.14188 -0.50067 -0.24
C -1.37209 0.63656 0.60610 -0.43
C -0.38944 1.74961 0.96517 -0.07
O 0.88532 1.16365 0.80876 -0.53
C 0.82771 0.42486 -0.40478 0.10
C 1.96819 -0.57451 -0.40572 -0.62
H -1.81335 -1.94753 -0.37055 0.21
H -0.22437 -2.20466 -1.11075 0.21
H -0.36634 -1.97349 0.64337 0.20
H -1.03416 0.13072 -1.48176 0.20
H -1.52988 -0.01284 1.47594 0.20
H -2.34878 1.01226 0.28246 0.21
H -0.47450 2.11324 1.99179 0.19
H -0.50283 2.60698 0.28099 0.15
H 0.97232 1.13039 -1.23973 0.16
H 1.87572 -1.26898 0.43469 0.21
H 1.99108 -1.14742 -1.33912 0.21
H 2.91958 -0.04400 -0.30747 0.22
```

---

Formula: C6H12O
Source: OMol25
Level of theory: ωB97M-V with the def2-TZVPD basis set

* HOMO level: -9.615 eV
* M: 100.2 g/mol
* total energy: -8463.1224 eV
* E_LUMO: 0.035 Eh
* energy above the lowest of the compared OMol25 structures with the same formula, charge and spin: 28.40 kcal/mol
* largest force on an atom: 0.013 Eh/bohr
* SMILES: CCC[C@@H](C)C=O
* total charge: 0

XYZ file:
```
19
Properties=species:S:1:pos:R:3:nbo_charge:R:1
C -0.54531 -1.06951 0.88711 -0.42
C -0.56670 -0.03706 2.05221 -0.61
O 0.97710 1.74090 0.63703 -0.54
C 1.38434 0.81963 -0.02553 0.46
C 0.17862 -1.07658 -0.54181 -0.39
C 0.67937 0.23777 -1.20698 -0.33
C -0.42792 1.10956 -1.78535 -0.61
H -0.21708 -1.99724 1.37161 0.21
H -1.60942 -1.20530 0.67221 0.20
H -1.21780 -0.53177 2.78283 0.20
H 0.38180 0.16484 2.56185 0.21
H -1.02494 0.92985 1.81855 0.22
H 2.25500 0.20255 0.29891 0.10
H -0.55900 -1.52527 -1.21200 0.22
H 1.03325 -1.76832 -0.53274 0.21
H 1.42996 0.01590 -1.98725 0.22
H -0.10647 2.14882 -1.90977 0.22
H -0.75367 0.73719 -2.76489 0.21
H -1.29112 1.10405 -1.11598 0.21
```

---

Formula: C6H12O
Source: OMol25
Level of theory: ωB97M-V with the def2-TZVPD basis set

* HOMO level: -9.994 eV
* M: 100.2 g/mol
* total energy: -8463.2829 eV
* E_LUMO: 0.037 Eh
* energy above the lowest of the compared OMol25 structures with the same formula, charge and spin: 24.70 kcal/mol
* largest force on an atom: 0.008 Eh/bohr
* SMILES: C[C@@H]1C[C@@H]1[C@@H](C)O
* total charge: 0

XYZ file:
```
19
Properties=species:S:1:pos:R:3:nbo_charge:R:1
C 2.25756 0.00188 -0.39964 -0.61
C 1.05575 -0.32186 0.47177 0.10
O 1.53366 -0.37309 1.81089 -0.72
C -0.04927 0.71760 0.36390 -0.26
C -0.70465 1.10370 -0.93257 -0.42
C -1.50370 0.38400 0.11586 -0.22
C -1.97375 -1.02475 -0.17014 -0.61
H 1.99207 -0.07800 -1.45837 0.21
H 3.07273 -0.69707 -0.18787 0.22
H 2.60898 1.01913 -0.20064 0.21
H 0.67056 -1.31266 0.18058 0.16
H 0.76716 -0.47321 2.38961 0.47
H 0.13227 1.54613 1.04772 0.22
H -0.44271 0.53710 -1.82462 0.21
H -0.88993 2.15862 -1.11452 0.22
H -2.22078 0.98610 0.67212 0.21
H -1.26712 -1.56059 -0.81340 0.20
H -2.93493 -0.99967 -0.69608 0.22
H -2.10388 -1.61337 0.74539 0.21
```

---

Formula: C6H12O
Source: OMol25
Level of theory: ωB97M-V with the def2-TZVPD basis set

* HOMO level: -9.760 eV
* M: 100.2 g/mol
* total energy: -8463.4232 eV
* E_LUMO: 0.045 Eh
* energy above the lowest of the compared OMol25 structures with the same formula, charge and spin: 21.46 kcal/mol
* largest force on an atom: 0.012 Eh/bohr
* SMILES: CC[C@H]1CCCO1
* total charge: 0

XYZ file:
```
19
Properties=species:S:1:pos:R:3:nbo_charge:R:1
C -0.91852 1.75677 1.40224 -0.61
C -0.70210 1.66526 -0.11731 -0.42
C -0.25116 0.23882 -0.34476 0.09
C 0.29059 -0.41867 -1.61529 -0.42
C 1.01797 -1.64543 -0.98941 -0.43
C 1.13399 -1.25462 0.49611 -0.07
O 0.92645 0.12862 0.48987 -0.54
H -1.78493 1.15522 1.70820 0.20
H -0.04308 1.32919 1.89405 0.24
H -1.05358 2.77876 1.75357 0.21
H -1.61606 1.93346 -0.65993 0.21
H 0.10562 2.32726 -0.44276 0.21
H -1.08411 -0.41392 0.00643 0.15
H -0.44857 -0.72854 -2.36033 0.21
H 1.00332 0.26768 -2.08286 0.21
H 1.99510 -1.80356 -1.44994 0.21
H 0.43269 -2.56487 -1.07652 0.20
H 0.29322 -1.66176 1.07054 0.15
H 2.06395 -1.53266 0.99804 0.19
```

---

Formula: C6H12O
Source: OMol25
Level of theory: ωB97M-V with the def2-TZVPD basis set

* HOMO level: -8.515 eV
* M: 100.2 g/mol
* total energy: -8462.7758 eV
* E_LUMO: 0.037 Eh
* energy above the lowest of the compared OMol25 structures with the same formula, charge and spin: 36.39 kcal/mol
* largest force on an atom: 0.008 Eh/bohr
* SMILES: C=C(C)O.C=CC
* total charge: 0

XYZ file:
```
19
Properties=species:S:1:pos:R:3:nbo_charge:R:1
C -1.70555 0.14887 0.80692 -0.67
C -0.55134 -0.45324 1.56318 0.32
O 0.27340 -1.31615 0.90279 -0.70
C -0.01260 -0.54228 -2.16265 -0.46
C 1.19091 -0.19684 -1.70572 -0.15
C 1.59411 1.15540 -1.20128 -0.66
C -0.34266 -0.23143 2.85887 -0.52
H -1.39493 0.78322 -0.03181 0.21
H -2.31075 0.75794 1.48259 0.23
H -2.34613 -0.64501 0.40344 0.22
H 0.04567 -1.34910 -0.03672 0.49
H -0.21197 -1.54202 -2.54097 0.21
H -0.84066 0.16401 -2.17852 0.20
H 1.98769 -0.94127 -1.70457 0.20
H 2.31160 1.58998 -1.90738 0.23
H 0.74877 1.84512 -1.10445 0.21
H 2.09517 1.08062 -0.22958 0.23
H -0.98812 0.44090 3.40957 0.20
H 0.45739 -0.74871 3.37630 0.21
```

---

| no. | frontier orbital gap (eV) |
| --- | --- |
| 1 | 9.38 |
| 2 | 10.81 |
| 3 | 10.56 |
| 4 | 11.00 |
| 5 | 10.98 |
| 6 | 9.51 |